# 1
The following is a DFT calculation (ωB97M-V/def2-TZVPD) of the ion C9H8F3N2O with charge +1 in a non-equilibrium geometry.

```
23
Properties=species:S:1:pos:R:3:forces:R:3
O 1.815 2.694 2.755 0.95 -0.12 -0.43
N 2.927 2.350 2.284 0.04 -1.93 -0.93
C 3.079 1.366 1.357 2.56 2.59 1.04
N 1.885 0.835 0.883 2.26 0.89 1.76
C 1.489 0.539 -0.260 -1.44 -0.14 -4.24
C 0.173 0.095 -0.589 -0.62 -0.71 -0.15
C -1.047 0.600 -0.091 0.82 -1.10 -0.22
C -2.219 0.042 -0.561 0.58 0.26 -1.68
C -2.266 -0.943 -1.598 0.49 -0.28 1.53
C -1.017 -1.425 -2.064 -2.72 -0.54 -0.74
C 0.151 -0.903 -1.582 -1.45 0.00 0.44
C 2.325 0.894 -1.528 1.00 -0.08 -0.43
F 1.847 0.502 -2.724 0.36 0.50 1.25
F 2.388 2.237 -1.558 0.27 -0.64 0.21
F 3.550 0.339 -1.398 -0.29 0.57 -0.04
H 3.816 2.776 2.679 -1.07 -0.44 -0.43
H 4.128 1.150 0.981 -1.88 0.15 0.34
H 1.246 0.751 1.614 -1.83 -0.23 1.69
H -1.137 1.400 0.631 0.35 0.14 -0.04
H -2.995 0.702 -0.300 -1.86 -0.33 0.38
H -3.224 -1.470 -1.875 1.15 1.09 0.05
H -1.101 -2.199 -2.872 0.71 0.74 1.00
H 1.002 -1.366 -1.958 1.63 -0.39 -0.37
```
Forces are in eV/Å.

Results
Lowest unoccupied orbital energy (spin up / spin down) ... -0.2065 / -0.2065 Ha
HOMO energy (spin up / spin down) ... -13.2781 / -13.2807 eV
Charge ... +1
Kohn-Sham gap (spin up / spin down) ... 7.659 / 7.661 eV
Relative energy (zero: lowest compared OMol25 entry of this formula, charge and spin) ... 23.6 kJ/mol

---

# 2
The following is a DFT calculation (ωB97M-V/def2-TZVPD) of a structure of composition C9H8FeN2O4 in a non-equilibrium geometry.

```
24
Properties=species:S:1:pos:R:3:forces:R:3
Fe -0.222 0.220 -0.979 -1.68 2.10 2.26
C -0.058 -0.086 0.859 2.74 -0.71 8.04
O 0.139 -0.162 2.013 -1.12 0.45 -5.54
C -1.128 -1.674 -0.959 -1.19 -7.34 0.99
O -0.964 -2.796 -0.492 -0.05 3.89 -0.85
C 1.377 -0.448 -1.258 8.74 -3.84 -1.73
O 2.455 -0.845 -1.454 -4.97 1.88 0.91
C -1.735 -0.547 -0.001 -5.82 0.05 2.08
O -2.747 -0.559 0.645 3.61 -0.05 -2.30
C -0.775 0.040 -2.727 -1.07 -0.37 -2.74
H -1.624 0.681 -3.010 0.23 0.08 0.40
H 0.033 0.154 -3.458 -0.17 -0.18 0.06
C -1.165 -1.377 -2.426 0.23 -0.05 -2.49
H -0.553 -2.096 -2.994 0.01 -0.02 0.62
H -2.196 -1.577 -2.763 -0.22 0.01 0.44
N 1.049 3.928 -1.502 -1.27 0.76 0.80
C -0.066 4.259 -0.741 3.12 2.25 -2.16
C -0.616 3.081 -0.326 0.40 -4.13 -0.15
N 0.161 2.038 -0.857 -0.60 3.14 0.60
C 1.167 2.585 -1.561 -0.77 1.03 0.77
H 1.693 4.565 -1.961 0.04 0.45 -0.02
H -0.383 5.272 -0.567 -0.02 0.40 0.05
H -1.469 2.896 0.312 -0.14 0.12 0.01
H 1.975 2.069 -2.070 -0.05 0.06 -0.05
```
Forces are in eV/Å.

Results
Lowest unoccupied orbital energy (spin up / spin down) ... -0.4806 / -0.6197 Ha
HOMO energy (spin up / spin down) ... -20.7387 / -22.6466 eV
2S+1 ... 6
Charge ... +3
⟨S²⟩ ... 8.83
Kohn-Sham gap (spin up / spin down) ... 7.661 / 5.785 eV
Relative energy (zero: lowest compared OMol25 entry of this formula, charge and spin) ... 101.8 kJ/mol

---

# 3
The following is a DFT calculation (ωB97M-V/def2-TZVPD) of the molecule C9H8N2O2 in a non-equilibrium geometry.

```
21
Properties=species:S:1:pos:R:3:forces:R:3
O 2.418 -3.030 -0.186 4.29 -2.97 3.27
C 3.367 -1.890 -0.021 -0.47 -0.17 0.43
C 2.471 -0.678 0.113 -1.66 2.58 0.55
C 1.712 0.316 0.123 3.16 -5.80 -0.59
C 0.874 1.394 -0.046 -2.28 3.53 0.69
N 1.340 2.617 0.178 -3.19 -0.11 -0.90
C 0.163 3.453 0.088 2.30 0.38 0.82
C -0.986 2.768 -0.148 0.69 0.43 0.28
N -0.578 1.439 -0.256 0.59 -1.51 0.76
C -1.431 0.358 -0.064 1.55 1.60 -0.95
C -2.095 -0.629 -0.071 -0.35 -3.31 1.06
C -2.708 -2.032 0.120 -0.18 1.49 -1.50
O -4.097 -1.818 0.104 -0.68 0.83 -0.14
H 2.993 -3.862 0.442 -3.05 3.68 -3.19
H 4.101 -2.168 0.899 -1.70 1.37 -2.22
H 3.925 -1.671 -0.991 -0.29 -0.77 1.33
H 0.382 4.499 0.355 -0.75 -0.59 -0.57
H -2.035 3.145 -0.207 1.19 -0.84 -0.03
H -2.533 -2.593 0.999 1.19 0.29 1.55
H -2.370 -2.736 -0.655 -0.04 0.64 -0.37
H -4.560 -2.585 -0.197 -0.31 -0.76 -0.27
```
Forces are in eV/Å.

Results
Lowest unoccupied orbital energy ... 0.0073 Ha
HOMO energy ... -8.4768 eV
Kohn-Sham gap ... 8.676 eV
Relative energy (zero: lowest compared OMol25 entry of this formula, charge and spin) ... 783.4 kJ/mol

---

# 4
The following is a DFT calculation (ωB97M-V/def2-TZVPD) of the molecule C9H8N2O3 in a non-equilibrium geometry.

```
22
Properties=species:S:1:pos:R:3:forces:R:3
O -2.008 4.829 1.840 0.52 -1.28 -0.11
N -0.368 2.001 2.519 1.76 -1.18 1.57
O -0.880 3.242 2.906 1.29 -3.18 -0.60
O 0.964 -2.965 -0.950 0.79 0.20 -0.48
C -1.498 3.700 1.828 -2.91 5.78 0.26
C -1.466 2.765 0.844 0.11 -1.03 -3.97
C 0.365 -0.572 -1.342 1.11 -0.35 0.31
C 0.374 -1.651 0.757 -0.20 0.45 3.51
C 0.058 0.637 -0.719 -0.66 -1.27 0.20
C -0.167 -0.532 1.384 0.71 -0.49 0.32
C 0.663 -1.675 -0.546 -0.94 -1.28 -2.33
C -0.299 0.636 0.619 1.16 -2.48 0.20
N -0.672 1.786 1.269 -1.70 3.16 2.32
C 1.373 -3.173 -2.300 0.26 1.47 -0.14
H -1.778 2.888 -0.206 0.12 -0.23 0.99
H 0.515 -0.722 -2.388 0.03 0.65 -0.61
H 0.670 -2.545 1.302 -0.49 0.18 0.20
H 0.004 1.530 -1.264 -0.14 1.08 -0.82
H -0.352 -0.572 2.479 -0.05 0.31 -1.07
H 2.112 -2.413 -2.581 -0.25 0.16 -0.08
H 0.500 -3.099 -2.927 -0.28 0.03 -0.53
H 1.889 -4.094 -2.523 -0.22 -0.68 0.87
```
Forces are in eV/Å.

Results
Lowest unoccupied orbital energy ... -0.0137 Ha
HOMO energy ... -8.5575 eV
Kohn-Sham gap ... 8.185 eV
Relative energy (zero: lowest compared OMol25 entry of this formula, charge and spin) ... 233.9 kJ/mol